Record 1
# C24H28GeIPd

A molecular structure, C24H28GeIPd (wB97M-V/def2-TZVPD, OMol25).

## Properties
Spin multiplicity ... 5
Energy relative to the best compared isomer or geometry (same formula, charge and spin) ... 0.00 kJ/mol
Orbital gap (spin up / spin down) ... 6.367 / 7.052 eV
Net charge ... -1
HOMO energy (spin up / spin down) ... -3.501 / -4.983 eV
Lowest unoccupied orbital energy (spin up / spin down) ... 2.87 / 2.07 eV
⟨S²⟩ ... 6.03

Positions of all 55 atoms, in Å:
Pd (0.5656, -0.4423, -0.0983)
I (2.4149, -2.4354, 0.0296)
C (2.9770, 0.8942, -0.6406)
C (4.2926, 1.1071, -0.8467)
C (4.6537, 2.1757, -1.7134)
C (3.6945, 2.9364, -2.3239)
C (2.3137, 2.6826, -2.1063)
C (1.2711, 3.4351, -2.7124)
C (-0.0369, 3.1300, -2.4643)
C (-0.4073, 2.0521, -1.6170)
C (0.5572, 1.3026, -1.0199)
C (1.9334, 1.6306, -1.2316)
H (5.0527, 0.4885, -0.3827)
H (5.7033, 2.3772, -1.8988)
H (3.9790, 3.7430, -2.9919)
H (1.5294, 4.2507, -3.3801)
H (-0.8177, 3.7120, -2.9406)
H (-1.4539, 1.8192, -1.4680)
C (-2.9323, -4.0480, -0.9335)
Ge (-1.6955, -2.8451, -1.8759)
C (-2.6297, -2.2967, -3.5171)
C (-0.1809, -3.9363, -2.4306)
C (-1.2744, -1.3219, -0.7957)
H (-3.2184, -4.8759, -1.5908)
H (-3.8368, -3.5176, -0.6214)
H (-2.4464, -4.4571, -0.0438)
H (-2.9232, -3.1807, -4.0930)
H (-1.9764, -1.6740, -4.1336)
H (-3.5270, -1.7206, -3.2734)
H (-0.5252, -4.7173, -3.1160)
H (0.2884, -4.3995, -1.5615)
H (0.5795, -3.3311, -2.9282)
H (-2.1354, -0.7529, -0.4373)
C (0.3089, -0.8389, 3.2607)
C (0.3288, 0.6112, 2.7504)
C (1.7894, 1.0826, 2.7529)
C (-0.2359, 0.7142, 1.3436)
C (-0.5618, 1.4762, 3.6502)
C (-1.9036, 1.1245, 3.8296)
C (-2.7544, 1.8901, 4.6127)
C (-2.2849, 3.0393, 5.2412)
C (-0.9602, 3.4074, 5.0663)
C (-0.1112, 2.6350, 4.2765)
H (0.9477, -1.4633, 2.6349)
H (-0.6967, -1.2617, 3.2361)
H (0.6814, -0.8797, 4.2900)
H (2.3837, 0.3987, 2.1469)
H (2.1920, 1.0838, 3.7712)
H (1.8978, 2.0823, 2.3229)
H (-0.7125, 1.6615, 1.1239)
H (-2.2880, 0.2441, 3.3253)
H (-3.7902, 1.5919, 4.7295)
H (-2.9452, 3.6374, 5.8576)
H (-0.5791, 4.3048, 5.5408)
H (0.9158, 2.9501, 4.1518)

natural (NBO) population analysis, charges in e, atoms 1 to 8:
1 Pd 0.67
2 I -0.68
3 C 0.19
4 C -0.36
5 C -0.20
6 C -0.22
7 C -0.06
8 C -0.22


Record 2
# C40H42Cl2F3N3O2

C40H42Cl2F3N3O2 in the gas phase (wB97M-V/def2-TZVPD, OMol25).

## Properties
Spin multiplicity ... 1
Energy relative to the best compared isomer or geometry (same formula, charge and spin) ... 279.95 kJ/mol
Orbital gap ... 3.939 eV
Net charge ... 0
HOMO energy ... -5.390 eV
Lowest unoccupied orbital energy ... -1.45 eV

Positions of all 92 atoms, in Å:
C (-2.7487, 0.0441, -4.0630)
C (-2.8216, -0.8058, -2.7996)
C (-3.5351, -2.1342, -3.0690)
C (-3.4795, -0.0410, -1.6619)
C (-4.8531, 0.2266, -1.7549)
C (-5.5271, 0.8599, -0.7060)
C (-4.8412, 1.1841, 0.4619)
C (-3.4695, 0.9557, 0.5835)
C (-2.8391, 1.2117, 1.9481)
C (-3.5898, 0.4751, 3.0854)
C (-2.7841, 2.7273, 2.2848)
C (-2.7785, 0.4206, -0.5201)
N (-1.3493, 0.0806, -0.3148)
N (-1.0135, -1.2484, -0.3845)
N (0.3065, -1.2801, -0.1475)
C (0.9842, -2.4737, 0.2742)
C (1.0590, -3.5364, -0.6173)
C (0.3507, -3.4732, -1.9698)
C (-0.6104, -4.6445, -2.2119)
C (1.2983, -3.2419, -3.1529)
C (1.8241, -4.6497, -0.2491)
C (2.4266, -4.6940, 1.0027)
C (2.2791, -3.6425, 1.9053)
C (1.5212, -2.5238, 1.5556)
C (1.1922, -1.4592, 2.6307)
C (2.4046, -0.6569, 3.0903)
C (0.4352, -2.0478, 3.8259)
C (0.8032, 0.0040, 0.0428)
C (2.2469, 0.2394, -0.0743)
C (2.8501, 1.3360, 0.5771)
C (4.1365, 1.7345, 0.2397)
C (4.9427, 0.8535, -0.4657)
C (6.4092, 1.2396, -0.6184)
F (7.2293, 0.2187, -1.0153)
F (6.6007, 2.2610, -1.5213)
F (6.9182, 1.6945, 0.5763)
C (4.4759, -0.3699, -0.9748)
C (3.1217, -0.6207, -0.7937)
C (-0.2203, 0.8556, -0.1339)
C (-0.2899, 2.3848, -0.4485)
H (-2.2446, 0.9963, -3.8733)
H (-2.1791, -0.4785, -4.8362)
H (-3.7426, 0.2731, -4.4653)
H (-1.7973, -1.0326, -2.4886)
H (-3.5803, -2.7185, -2.1429)
H (-4.5640, -1.9693, -3.4196)
H (-2.9889, -2.7186, -3.8217)
H (-5.3836, -0.0056, -2.6757)
H (-6.6068, 1.0500, -0.7640)
H (-5.3436, 1.6717, 1.2864)
H (-1.8004, 0.8452, 1.9094)
H (-3.7745, -0.5697, 2.8139)
H (-2.9938, 0.4910, 4.0118)
H (-4.5576, 0.9646, 3.2756)
H (-2.5533, 3.3582, 1.4217)
H (-3.7400, 3.0680, 2.7211)
H (-1.9743, 2.8665, 3.0327)
H (-0.2913, -2.5930, -1.8963)
H (-1.3412, -4.6895, -1.3916)
H (-1.1707, -4.5046, -3.1485)
H (-0.0728, -5.5955, -2.2695)
H (1.8593, -2.3069, -3.0059)
H (2.0207, -4.0629, -3.2429)
H (0.7231, -3.1610, -4.0873)
H (1.9805, -5.4756, -0.9428)
H (3.0962, -5.5200, 1.2507)
H (2.7868, -3.7029, 2.8775)
H (0.5140, -0.7680, 2.1153)
H (2.9949, -0.3019, 2.2372)
H (2.0602, 0.2174, 3.6596)
H (3.0648, -1.2549, 3.7293)
H (-0.4560, -2.5899, 3.4839)
H (1.0799, -2.7315, 4.3902)
H (0.1055, -1.2438, 4.4963)
H (2.2918, 1.8027, 1.4079)
H (4.5182, 2.7177, 0.4956)
H (5.1666, -1.0545, -1.5214)
H (2.7690, -1.5804, -1.2293)
H (-0.6072, 2.4285, -1.5230)
H (-1.1773, 2.6420, 0.1253)
Cl (0.7648, 5.6663, 3.6509)
C (0.7582, 5.2553, 2.0082)
C (0.8958, 6.3064, 1.1493)
C (0.9003, 6.0705, -0.2869)
O (1.1779, 6.9803, -1.0377)
C (0.4946, 4.6794, -0.7218)
Cl (0.1086, 4.6316, -2.3530)
C (0.5773, 3.4506, 0.0378)
C (0.5309, 3.8491, 1.5194)
O (0.3660, 2.9047, 2.3564)
H (0.9539, 7.3002, 1.5169)
H (1.3155, 2.6784, -0.2511)

Mulliken population analysis, charges in e, atoms 1 to 8:
1 C -1.50
2 C 1.26
3 C -1.45
4 C 0.39
5 C -0.43
6 C -1.50
7 C -0.60
8 C 0.41


Record 3
# C24H20FN3O6

C24H20FN3O6 in the gas phase (wB97M-V/def2-TZVPD, OMol25).

## Properties
SMILES ... COc1ccc(/C=N/NC(=O)c2cccc(NC(=O)c3ccc(F)cc3)c2)c(C(=O)O)c1OC
Spin multiplicity ... 1
Orbital gap ... 8.207 eV
Net charge ... 0
HOMO energy ... -7.967 eV
Lowest unoccupied orbital energy ... 0.24 eV

Positions of all 54 atoms, in Å:
C (-3.7563, -5.4445, -0.2611)
H (-4.6640, -5.1294, -0.7857)
O (-2.7042, -4.5299, -0.4515)
C (-2.8694, -3.2553, -0.0259)
C (-3.9973, -2.7659, 0.6052)
C (-4.0447, -1.4421, 0.9998)
C (-2.9839, -0.5763, 0.7585)
C (-1.8234, -1.0641, 0.1183)
C (-1.7568, -2.3993, -0.2638)
O (-0.7348, -3.0649, -0.8512)
C (0.5273, -2.4844, -1.0785)
H (1.1598, -3.3145, -1.3944)
H (0.4941, -1.7356, -1.8740)
H (0.9423, -2.0442, -0.1689)
C (-0.6686, -0.1274, -0.0921)
O (0.1396, 0.1381, 0.7661)
O (-0.6072, 0.3215, -1.3333)
H (0.2506, 0.7785, -1.5209)
C (-3.1612, 0.7966, 1.1634)
N (-2.4046, 1.7689, 0.8414)
N (-2.7516, 2.9929, 1.2769)
C (-2.1511, 4.1588, 0.8882)
O (-2.6264, 5.2280, 1.2060)
C (-0.9253, 3.9768, 0.0690)
C (0.0923, 3.1513, 0.5215)
C (1.2007, 2.9318, -0.2821)
C (1.2991, 3.5472, -1.5256)
C (0.2961, 4.3996, -1.9511)
C (-0.8145, 4.6218, -1.1570)
H (-1.6074, 5.2771, -1.4828)
H (0.3804, 4.8873, -2.9100)
H (2.1582, 3.3541, -2.1486)
N (2.2209, 2.0611, 0.1526)
C (2.5935, 0.9882, -0.5943)
O (2.0742, 0.7340, -1.6727)
C (3.6836, 0.1528, -0.0284)
C (3.8605, -1.1222, -0.5626)
C (4.8528, -1.9566, -0.0886)
C (5.6785, -1.4934, 0.9209)
C (5.5424, -0.2228, 1.4539)
C (4.5401, 0.5996, 0.9757)
H (4.4518, 1.5992, 1.3737)
H (6.2179, 0.1067, 2.2275)
F (6.6506, -2.2956, 1.3923)
H (4.9965, -2.9476, -0.4886)
H (3.2061, -1.4414, -1.3587)
H (2.3543, 2.0018, 1.1510)
H (0.0153, 2.6546, 1.4760)
H (-3.6076, 3.0957, 1.8329)
H (-4.0597, 0.9817, 1.7700)
H (-4.9312, -1.0726, 1.4927)
H (-4.8427, -3.4052, 0.8005)
H (-3.9803, -5.5860, 0.8012)
H (-3.4054, -6.3848, -0.6827)

natural (NBO) population analysis, charges in e, atoms 1 to 8:
1 C -0.25
2 H 0.18
3 O -0.47
4 C 0.28
5 C -0.30
6 C -0.17
7 C -0.09
8 C -0.20


Record 4
# C3H9O

2 unconnected molecules or ions with the total composition C3H9O (wB97M-V/def2-TZVPD, OMol25).

## Properties
Spin multiplicity ... 1
Energy relative to the best compared isomer or geometry (same formula, charge and spin) ... 97.58 kJ/mol
Orbital gap ... 6.024 eV
Net charge ... -1
HOMO energy ... -1.960 eV
Lowest unoccupied orbital energy ... 4.06 eV

Positions of all 13 atoms, in Å:
O (2.3217, 1.8125, -0.9296)
H (2.5608, 1.2376, -1.6693)
C (-1.3299, 0.4751, -0.2033)
C (0.1548, 0.0646, 0.0412)
C (0.1420, -1.2819, 0.7242)
H (-1.8097, -0.2612, -0.9305)
H (-1.4194, 1.5633, -0.5135)
H (-1.9562, 0.3652, 0.6924)
H (0.3699, 0.7721, 0.8337)
H (0.5978, 0.1236, -0.9879)
H (0.7103, -2.0561, 0.2561)
H (0.5739, -1.1933, 1.7762)
H (-0.9161, -1.6216, 0.9103)

natural (NBO) population analysis, charges in e, atoms 1 to 8:
1 O -1.36
2 H 0.38
3 C -0.60
4 C -0.40
5 C -0.61
6 H 0.17
7 H 0.21
8 H 0.17


E values (in a.u.) by entry order: -3433.63486 -3083.98002 -1642.15486 -194.87740.